1.
DFT (wB97M-V/def2-TZVPD) results for the ion C6H12N3 with charge +1 at a distorted geometry.

The value obtained for the HOMO energy is -13.71 eV. The value obtained for the energy relative to the best compared isomer or geometry (same formula, charge and spin) is 71.27 kcal per mole. The orbital gap comes out at 10.60 eV. The spin multiplicity is 1. Its structure (SMILES) is [H]/N=C/C[C@@H]1C=NCC[NH2+]1. The total energy is -10878.2264 eV. As for the charge: +1.

Last column: Löwdin charge in e.
Cartesian coordinates (Å):
H  0.5655  1.4907  2.7423  0.116
N  0.4474  0.8017  2.0148  0.130
C  0.8933  -0.3349  2.2483  -0.113
C  0.5855  -1.4838  1.2814  -0.079
C  -0.0933  -1.0062  -0.0542  -0.159
C  0.9944  -0.6294  -1.1383  -0.076
N  1.0326  0.3623  -1.9473  0.038
C  -0.0183  1.2657  -1.9435  -0.233
C  -1.3750  0.9246  -1.2455  -0.061
N  -1.0832  0.2448  0.1043  0.036
H  1.4789  -0.5994  3.0628  0.113
H  1.4801  -1.9890  0.9593  0.110
H  -0.0731  -2.2689  1.6997  0.136
H  -0.7475  -1.7570  -0.5918  0.162
H  1.7902  -1.2950  -0.9821  0.095
H  -0.2835  1.4501  -2.9904  0.123
H  0.7068  2.1670  -1.6691  0.180
H  -2.0738  1.8197  -1.1396  0.156
H  -1.8380  0.0691  -1.6908  0.112
H  -0.4093  0.7557  0.8331  0.075
H  -1.9799  0.0121  0.4468  0.138



2.
DFT (wB97M-V/def2-TZVPD) results for an isolated molecule of C18H16ClN5O2S at a distorted geometry.

The value obtained for the HOMO energy is -8.42 eV. The value obtained for the energy relative to the best compared isomer or geometry (same formula, charge and spin) is 0.93 kcal per mole. The orbital gap comes out at 8.34 eV. The spin multiplicity is 1. Its structure (SMILES) is Cn1cnnc1SCC(=O)N1N=C(c2ccc(Cl)cc2)C[C@H]1c1ccco1. The total energy is -53827.6772 eV.

Last column: Löwdin charge in e.
Cartesian coordinates (Å):
C  -2.1038  -4.5156  0.8458  -0.044
N  -3.1667  -3.7745  0.2343  -0.120
C  -4.4659  -4.1305  0.0213  -0.170
N  -5.1096  -3.1762  -0.5754  0.007
N  -4.2581  -2.1598  -0.7794  0.001
C  -3.0984  -2.5170  -0.2945  -0.640
S  -1.6221  -1.5977  -0.2824  0.988
C  -2.2520  -0.0580  -1.0298  -0.317
C  -1.9141  1.1442  -0.1751  -0.489
O  -2.7227  1.9615  0.2028  0.099
N  -0.5940  1.2402  0.1296  -0.042
N  0.3034  0.3062  -0.2192  0.100
C  1.4501  0.5692  0.2907  -0.201
C  2.5966  -0.2875  0.0987  -0.162
C  2.4453  -1.5016  -0.5802  -0.010
C  3.5222  -2.3400  -0.7709  -0.093
C  4.7694  -1.9724  -0.2822  -0.674
Cl  6.1213  -3.0189  -0.5174  0.680
C  4.9405  -0.7745  0.3954  -0.099
C  3.8580  0.0620  0.5850  -0.018
C  1.4460  1.8479  1.1040  -0.025
C  -0.0059  2.3285  0.9438  -0.135
C  -0.1357  3.6281  0.2243  -0.247
C  -0.9501  4.6999  0.4378  -0.010
C  -0.6562  5.6272  -0.5909  -0.052
C  0.3094  5.0483  -1.3522  -0.113
O  0.6336  3.8373  -0.8696  0.050
H  -1.6288  -3.9100  1.6196  0.087
H  -1.3487  -4.7777  0.1016  0.094
H  -2.5094  -5.4238  1.2876  0.094
H  -4.8823  -5.0717  0.3144  0.116
H  -3.3311  -0.1690  -1.1289  0.072
H  -1.7773  0.0406  -2.0067  0.092
H  1.4654  -1.7677  -0.9430  0.096
H  3.4049  -3.2761  -1.2938  0.107
H  5.9149  -0.5024  0.7698  0.106
H  3.9989  0.9932  1.1116  0.112
H  1.7083  1.6516  2.1439  0.130
H  2.1505  2.5717  0.6929  0.125
H  -0.5570  2.3938  1.8862  0.164
H  -1.6737  4.8050  1.2184  0.117
H  -1.1057  6.5871  -0.7393  0.101
H  0.8306  5.3791  -2.2285  0.119



3.
DFT (wB97M-V/def2-TZVPD) results for a structure of composition C40H67CaO5SSeSi.

The value obtained for the HOMO energy is -4.62 eV. The orbital gap comes out at 7.07 eV. The spin multiplicity is 1. The total energy is -155316.4919 eV. As for the charge: -1.

Last column: Löwdin charge in e.
Cartesian coordinates (Å):
Ca  0.4378  -0.3387  -0.5681  1.146
C  -7.2418  0.7869  -3.0173  -0.052
C  -6.8174  0.4413  -1.5824  -0.562
C  -7.1182  1.6503  -0.6957  -0.073
C  -7.6619  -0.7377  -1.0767  -0.055
C  -5.3369  0.0702  -1.5622  -0.192
C  -4.3910  0.7594  -0.8268  -0.086
C  -3.0510  0.3904  -0.8577  -0.408
Se  -1.8098  1.4443  0.1582  1.091
C  -1.2817  2.7081  -1.1973  -0.392
C  -2.1521  3.7578  -1.4313  -0.091
C  -1.9016  4.7080  -2.4098  -0.188
C  -0.7245  4.5590  -3.1393  0.014
C  0.1802  3.5245  -2.9435  -0.086
C  -0.0788  2.5466  -1.9307  -0.395
O  0.7480  1.5732  -1.6959  -0.315
C  1.4481  3.4181  -3.7970  -0.532
C  1.5766  4.5602  -4.8108  -0.082
C  1.4409  2.1079  -4.6015  -0.041
C  2.6842  3.4761  -2.8886  -0.045
C  -2.9104  5.8279  -2.6555  -0.561
C  -3.1011  6.6518  -1.3736  -0.055
C  -2.4619  6.7808  -3.7639  -0.075
C  -4.2584  5.2173  -3.0681  -0.051
C  -2.5810  -0.7015  -1.6254  -0.396
O  -1.3291  -1.0265  -1.6494  -0.322
C  -3.5620  -1.4224  -2.3815  -0.086
C  -4.8811  -1.0123  -2.3235  0.008
C  -3.1215  -2.6110  -3.2406  -0.536
C  -2.4738  -3.6863  -2.3551  -0.043
C  -4.2917  -3.2704  -3.9784  -0.082
C  -2.1182  -2.1393  -4.3044  -0.045
H  -8.3026  1.0542  -3.0512  0.078
H  -7.0843  -0.0557  -3.6916  0.074
H  -6.6605  1.6298  -3.3960  0.086
H  -8.1854  1.8812  -0.7366  0.080
H  -6.5715  2.5355  -1.0281  0.077
H  -6.8552  1.4580  0.3464  0.085
H  -8.7263  -0.4844  -1.0920  0.077
H  -7.3828  -0.9971  -0.0537  0.088
H  -7.5177  -1.6243  -1.6959  0.074
H  -4.6713  1.6087  -0.2160  0.084
H  -3.0557  3.8157  -0.8344  0.092
H  -0.5034  5.2840  -3.9084  0.079
H  0.7281  4.5917  -5.4979  0.081
H  2.4801  4.4089  -5.4066  0.080
H  1.6614  5.5332  -4.3216  0.083
H  0.6173  2.1101  -5.3194  0.087
H  1.3267  1.2483  -3.9465  0.064
H  2.3769  2.0089  -5.1604  0.079
H  2.7250  4.4322  -2.3604  0.089
H  3.5987  3.3749  -3.4819  0.082
H  2.6505  2.6782  -2.1520  0.047
H  -2.1576  7.1057  -1.0641  0.087
H  -3.4559  6.0288  -0.5519  0.075
H  -3.8333  7.4493  -1.5330  0.078
H  -1.5121  7.2619  -3.5205  0.084
H  -3.2105  7.5651  -3.8996  0.079
H  -2.3463  6.2607  -4.7171  0.084
H  -4.6487  4.5577  -2.2920  0.069
H  -4.1500  4.6265  -3.9794  0.090
H  -4.9984  6.0034  -3.2493  0.079
H  -5.6126  -1.5603  -2.9013  0.089
H  -3.1971  -4.0656  -1.6288  0.087
H  -1.6179  -3.2896  -1.8137  0.066
H  -2.1449  -4.5264  -2.9744  0.079
H  -5.0399  -3.6598  -3.2842  0.081
H  -3.9149  -4.1103  -4.5670  0.079
H  -4.7847  -2.5795  -4.6662  0.080
H  -1.2484  -1.6859  -3.8354  0.069
H  -2.5824  -1.4016  -4.9635  0.087
H  -1.7930  -2.9861  -4.9168  0.078
C  4.2955  1.1211  -0.0098  -0.018
C  3.3218  0.8734  1.1390  -0.620
C  4.0735  0.6911  2.4506  -0.032
C  2.3402  2.0394  1.2602  -0.022
O  2.5129  -0.2859  0.8469  -0.285
Si  2.9111  -1.9310  0.7485  -0.207
S  1.1409  -2.8881  0.4854  0.289
O  3.8032  -2.2348  2.0953  -0.161
C  4.6430  -3.3568  2.3759  -0.647
C  6.0428  -3.0606  1.8408  -0.027
C  4.0987  -4.6450  1.7691  -0.046
C  4.6695  -3.4693  3.8995  -0.033
O  4.0092  -2.0409  -0.4962  -0.168
C  3.8534  -2.2320  -1.8987  -0.645
C  5.1666  -1.7653  -2.5237  -0.028
C  3.6244  -3.7148  -2.1825  -0.037
C  2.6972  -1.4025  -2.4590  -0.046
H  4.8329  2.0584  0.1512  0.094
H  3.7527  1.2055  -0.9523  0.065
H  5.0168  0.3076  -0.0869  0.080
H  4.5457  1.6349  2.7330  0.088
H  4.8431  -0.0729  2.3611  0.070
H  3.3870  0.3933  3.2440  0.096
H  2.8701  2.9689  1.4771  0.090
H  1.6314  1.8506  2.0697  0.093
H  1.7947  2.1729  0.3242  0.062
H  6.0000  -2.8955  0.7646  0.073
H  6.7205  -3.8918  2.0489  0.084
H  6.4424  -2.1623  2.3159  0.082
H  4.1007  -4.5966  0.6788  0.067
H  3.0745  -4.8202  2.0976  0.077
H  4.7210  -5.4894  2.0736  0.087
H  5.0204  -2.5334  4.3368  0.082
H  5.3348  -4.2758  4.2177  0.082
H  3.6669  -3.6721  4.2767  0.088
H  6.0017  -2.3184  -2.0909  0.083
H  5.3189  -0.7018  -2.3334  0.078
H  5.1603  -1.9275  -3.6034  0.085
H  4.4690  -4.2997  -1.8118  0.082
H  3.5254  -3.8942  -3.2555  0.086
H  2.7132  -4.0483  -1.6849  0.056
H  2.7891  -0.3540  -2.1554  0.071
H  1.7425  -1.8274  -2.1370  0.041
H  2.7052  -1.4238  -3.5498  0.099



Lowest unoccupied orbital energy values, unit Eh, following the record order: -0.1141, -0.0028, 0.0901.